Record 1
Formula: C26H36BrN3O2Pt
Source: OMol25
Level of theory: the ωB97M-V functional and the def2-TZVPD basis

Output
* highest occupied orbital energy (alpha / beta): -14.83 / -15.46 eV
* total charge: +2
* spin multiplicity: 5
* frontier orbital gap (alpha / beta): 8.94 / 6.06 eV

CARTESIAN COORDINATES (ANGSTROEM)
Pt1 -0.262 -1.059 -0.670
C1 -0.379 0.365 1.613
C2 0.920 -0.056 1.087
C3 1.470 1.150 0.432
C4 0.521 2.182 0.631
C5 -0.606 1.731 1.368
C6 -1.733 2.565 1.862
C7 -2.175 3.567 0.784
C8 -2.923 1.717 2.320
C9 -1.160 3.343 3.078
C10 2.709 1.385 -0.417
C11 4.036 1.189 0.334
C12 2.650 0.417 -1.611
C13 2.710 2.817 -0.972
C14 1.656 -1.222 1.768
C15 2.568 -0.600 2.847
C16 2.478 -2.093 0.802
C17 0.655 -2.135 2.495
H1 -1.046 -0.247 2.198
H2 0.664 3.201 0.310
H3 -2.565 3.055 -0.097
H4 -1.366 4.235 0.481
H5 -2.972 4.188 1.190
H6 -3.248 1.020 1.547
H7 -3.759 2.377 2.546
H8 -2.690 1.161 3.231
H9 -0.343 4.007 2.787
H10 -0.804 2.666 3.855
H11 -1.963 3.952 3.495
H12 4.201 0.168 0.661
H13 4.108 1.853 1.196
H14 4.847 1.447 -0.348
H15 2.778 -0.619 -1.299
H16 3.456 0.655 -2.307
H17 1.711 0.525 -2.159
H18 2.756 3.564 -0.178
H19 1.841 3.019 -1.601
H20 3.597 2.948 -1.589
H21 3.356 0.016 2.429
H22 3.030 -1.407 3.416
H23 1.985 0.008 3.543
H24 3.357 -1.586 0.413
H25 1.888 -2.446 -0.052
H26 2.820 -2.981 1.334
H27 0.154 -1.624 3.318
H28 1.201 -2.973 2.926
H29 -0.102 -2.549 1.823
Br1 1.157 -2.044 -3.679
C18 -0.481 -1.130 -3.766
C19 -1.073 -0.888 -4.991
C20 -2.293 -0.228 -5.014
C21 -2.887 0.162 -3.823
C22 -2.233 -0.112 -2.642
N1 -1.044 -0.740 -2.621
C23 -2.822 0.248 -1.302
O1 -3.790 0.955 -1.217
O2 -2.206 -0.304 -0.276
H30 -0.586 -1.210 -5.899
H31 -2.775 -0.026 -5.961
H32 -3.840 0.670 -3.779
N2 -2.517 -4.558 -0.300
C24 -1.492 -5.164 -0.991
C25 -0.567 -4.199 -1.209
N3 -1.029 -3.018 -0.656
C26 -2.214 -3.271 -0.117
H33 -3.368 -5.006 0.004
H34 -1.505 -6.208 -1.250
H35 0.381 -4.271 -1.709
H36 -2.845 -2.552 0.378

Cartesian forces, eV/Å:
Pt -0.17 -0.47 -0.15
C 0.29 -0.02 0.19
C 0.19 0.36 0.31
C -0.16 -0.02 -0.16
C 0.06 0.00 0.17
C 0.09 0.07 -0.16
C -0.04 0.07 0.08
C 0.02 -0.06 -0.08
C 0.04 -0.05 0.01
C -0.03 0.03 -0.06
C -0.08 -0.06 0.00
C 0.00 0.05 0.06
C 0.09 -0.01 -0.03
C -0.01 0.01 0.01
C -0.08 -0.06 -0.20
C -0.05 -0.02 0.07
C 0.09 0.03 0.10
C -0.02 -0.01 -0.04
H 0.02 -0.09 -0.08
H -0.05 -0.03 -0.06
H -0.02 0.00 0.03
H 0.01 0.00 0.01
H 0.00 0.00 0.00
H 0.01 0.06 -0.02
H 0.01 -0.01 0.05
H 0.00 0.00 -0.01
H -0.01 -0.01 0.00
H -0.02 0.00 0.00
H 0.02 0.01 0.01
H 0.02 0.01 -0.04
H 0.00 -0.01 0.00
H 0.00 0.00 0.00
H -0.09 0.05 -0.09
H 0.01 0.00 0.02
H -0.01 0.01 0.00
H 0.02 -0.01 -0.02
H 0.00 -0.01 0.01
H 0.00 0.00 -0.01
H -0.01 0.00 0.03
H 0.00 0.00 0.00
H 0.00 -0.02 0.00
H -0.04 -0.02 0.01
H -0.06 -0.01 0.00
H 0.03 0.03 0.02
H 0.01 -0.01 -0.01
H -0.01 -0.01 0.01
H 0.01 0.00 0.01
Br -0.03 0.00 0.05
C -0.01 0.03 0.11
C -0.11 0.05 -0.08
C 0.07 -0.04 -0.08
C -0.02 0.02 0.10
C 0.12 -0.01 -0.16
N 0.28 0.16 -0.26
C 0.12 -0.20 0.31
O -0.07 0.04 -0.04
O -0.35 0.27 0.00
H 0.00 -0.01 0.01
H 0.00 0.00 0.01
H 0.00 0.01 -0.01
N 0.04 -0.06 -0.06
C -0.05 -0.01 0.08
C 0.05 0.09 0.06
N -0.09 -0.11 0.01
C 0.00 -0.09 -0.03
H 0.01 0.01 0.02
H -0.02 0.01 -0.01
H 0.03 0.03 -0.02
H 0.00 0.02 -0.02

Results of the Löwdin charge analysis, in e, for atoms 1 through 2: Pt 1.250; C 0.051

=====

Record 2
Formula: C10H12BrClLaO4
Source: OMol25
Level of theory: the ωB97M-V functional and the def2-TZVPD basis

Output
* highest occupied orbital energy (alpha / beta): -4.76 / -4.76 eV
* total charge: -1
* frontier orbital gap (alpha / beta): 5.33 / 5.34 eV

CARTESIAN COORDINATES (ANGSTROEM)
La1 2.630 -1.229 -0.351
O1 1.618 -0.879 2.259
Cl1 2.892 -0.331 2.923
O2 2.800 -0.762 4.293
O3 4.098 -0.922 2.200
O4 3.220 0.557 -1.109
Br1 3.410 -3.919 -1.164
C1 -0.570 -0.120 -2.660
C2 -0.875 -0.513 -1.255
C3 -2.085 -1.446 -1.155
C4 0.277 -1.546 -1.157
C5 -0.829 0.524 -0.155
C6 -0.172 1.728 -0.379
C7 -0.096 2.738 0.601
C8 -0.769 2.594 1.802
C9 -1.484 1.390 2.008
C10 -1.552 0.386 1.071
H1 -0.763 -0.934 -3.314
H2 0.495 0.074 -2.768
H3 -1.137 0.719 -3.055
H4 -1.920 -2.164 -1.940
H5 -3.042 -0.946 -1.333
H6 -2.162 -1.962 -0.169
H7 -0.131 -2.571 -1.320
H8 0.335 1.858 -1.331
H9 0.576 3.613 0.481
H10 -0.748 3.340 2.583
H11 -1.910 1.226 3.014
H12 -2.108 -0.501 1.378

Cartesian forces, eV/Å:
La 2.27 1.58 1.79
O 1.22 0.07 -0.66
Cl -0.25 0.50 -1.36
O 0.54 -0.57 0.88
O -1.70 -0.03 0.47
O -0.43 -0.80 -0.18
Br 0.09 -0.43 -0.35
C 0.66 0.78 -0.73
C 0.33 -3.13 1.86
C -1.19 0.62 0.36
C -1.65 0.79 0.21
C -0.91 0.81 0.33
C 0.41 0.20 0.24
C 0.46 0.34 0.04
C -0.36 -1.32 -0.53
C 0.20 0.85 1.08
C 0.76 -0.17 -0.45
H -0.33 -0.92 -0.69
H 0.16 0.50 -0.10
H -0.14 0.28 0.29
H -0.46 -0.52 -0.18
H -0.03 0.06 0.06
H 0.22 0.32 -0.77
H 0.23 0.51 -0.39
H 0.16 0.09 0.27
H -0.67 -0.65 -0.29
H 0.16 0.06 -0.01
H -0.02 0.07 -0.74
H 0.28 0.11 -0.47

Results of the Löwdin charge analysis, in e, for atoms 1 through 2: La 1.272; O -0.625

=====

Record-wise E_tot values, in eV: -109383.2564 -102173.7856